ORCA calculation (ωB97M-V/def2-TZVPD) on a structure of composition C55H57BrCaN5O3P2 in a non-equilibrium geometry.

The geometry in ORCA input format:
```
! RIJCOSX wB97M-V def2-TZVPD def2/J DEFGRID3
* xyz -1 1
Ca 0.783 -0.751 0.087
C 2.257 1.535 -7.582
C 3.145 1.888 -6.379
C 4.523 1.255 -6.597
C 3.329 3.411 -6.306
C 2.465 1.384 -5.115
C 2.987 0.385 -4.305
C 2.269 -0.027 -3.205
Br 2.937 -1.487 -2.132
C 1.010 0.477 -2.793
O 0.426 -0.030 -1.782
C 0.490 1.502 -3.650
C 1.224 1.898 -4.752
C -0.857 2.192 -3.435
C -0.645 3.709 -3.311
C -1.787 1.902 -4.627
C -1.577 1.733 -2.171
H 2.717 1.867 -8.512
H 1.281 2.005 -7.495
H 2.110 0.458 -7.630
H 4.984 1.679 -7.489
H 4.439 0.180 -6.738
H 5.177 1.451 -5.751
H 3.827 3.776 -7.204
H 3.935 3.674 -5.441
H 2.374 3.921 -6.218
H 3.930 -0.088 -4.518
H 0.800 2.666 -5.383
H -0.211 4.138 -4.212
H 0.023 3.911 -2.477
H -1.597 4.206 -3.126
H -1.364 2.249 -5.566
H -2.749 2.395 -4.484
H -1.967 0.832 -4.709
H -0.955 1.896 -1.294
H -1.809 0.671 -2.224
H -2.504 2.298 -2.061
N 3.623 -5.224 9.012
C 3.398 -4.750 7.990
C 3.113 -4.182 6.731
C 3.254 -4.952 5.572
C 2.954 -4.399 4.345
C 2.507 -3.082 4.247
C 2.385 -2.314 5.404
C 2.684 -2.857 6.636
C 2.123 -2.526 2.936
C 2.902 -1.484 2.443
C 4.064 -0.932 3.068
C 4.538 0.037 2.223
C 3.661 0.042 1.112
N 2.705 -0.852 1.237
C 1.023 -3.130 2.329
C 0.262 -4.198 2.897
C -0.732 -4.488 1.999
C -0.549 -3.587 0.926
N 0.482 -2.788 1.112
H 3.580 -5.981 5.653
H 3.055 -4.988 3.444
H 2.036 -1.295 5.325
H 2.577 -2.270 7.538
H 4.477 -1.239 4.012
H 5.400 0.666 2.364
H 3.723 0.676 0.243
H 0.439 -4.675 3.843
H -1.500 -5.238 2.083
H -1.158 -3.520 0.044
C 0.081 -4.208 -2.430
P -0.615 -2.498 -2.185
C -0.477 -1.973 -3.957
C -2.437 -2.830 -2.245
C -3.004 -3.716 -3.155
C -4.376 -3.853 -3.255
C -5.203 -3.089 -2.447
C -4.651 -2.222 -1.524
C -3.272 -2.090 -1.401
P -2.495 -1.029 -0.103
C -3.659 0.431 -0.128
C -3.264 -1.866 1.361
H -0.320 -4.728 -3.299
H -0.090 -4.803 -1.535
H 1.159 -4.089 -2.555
H -0.889 -2.719 -4.637
H 0.571 -1.806 -4.195
H -1.008 -1.033 -4.086
H -2.369 -4.311 -3.796
H -4.799 -4.546 -3.970
H -6.278 -3.178 -2.534
H -5.303 -1.641 -0.886
H -4.531 0.275 0.508
H -3.982 0.637 -1.146
H -3.120 1.299 0.246
H -4.350 -1.755 1.363
H -2.839 -1.395 2.245
H -3.006 -2.920 1.380
O 1.296 1.608 0.341
C 0.482 1.557 1.246
N 0.092 2.653 1.976
C -0.792 2.259 3.041
C -0.893 0.723 2.727
O -1.557 -0.058 3.388
N -0.167 0.452 1.656
C -2.163 2.904 2.908
C -3.302 2.258 3.372
C -4.544 2.852 3.247
C -4.665 4.111 2.684
C -3.533 4.762 2.225
C -2.291 4.162 2.332
C -0.268 2.550 4.432
C 0.562 3.640 4.675
C 1.008 3.914 5.955
C 0.626 3.112 7.014
C -0.206 2.030 6.784
C -0.652 1.754 5.504
H 0.669 3.475 1.999
H -3.216 1.273 3.802
H -5.425 2.333 3.597
H -5.634 4.582 2.598
H -3.618 5.747 1.786
H -1.417 4.675 1.960
H 0.860 4.294 3.868
H 1.653 4.766 6.126
H 0.974 3.333 8.013
H -0.513 1.401 7.608
H -1.285 0.901 5.322
*
```

The HOMO energy is -4.63 eV. The lowest unoccupied orbital energy is 1.8 eV. The orbital gap comes out at 6.436 eV. The total energy is -6564.15222 hartree.

Results of the Löwdin charge analysis, in e, for atoms 1 through 99:
1 Ca 1.16
2 C -0.05
3 C -0.56
4 C -0.07
5 C -0.05
6 C -0.19
7 C -0.09
8 C -0.53
9 Br 0.82
10 C -0.45
11 O -0.47
12 C -0.08
13 C -0.01
14 C -0.52
15 C -0.04
16 C -0.04
17 C -0.07
18 H 0.08
19 H 0.07
20 H 0.09
21 H 0.08
22 H 0.08
23 H 0.08
24 H 0.08
25 H 0.09
26 H 0.07
27 H 0.09
28 H 0.10
29 H 0.07
30 H 0.09
31 H 0.08
32 H 0.07
33 H 0.08
34 H 0.07
35 H 0.08
36 H 0.06
37 H 0.08
38 N 0.15
39 C -0.21
40 C -0.24
41 C -0.02
42 C -0.02
43 C -0.18
44 C 0.00
45 C -0.01
46 C -0.05
47 C -0.26
48 C -0.03
49 C -0.08
50 C -0.19
51 N -0.08
52 C -0.26
53 C -0.03
54 C -0.08
55 C -0.23
56 N -0.03
57 H 0.12
58 H 0.13
59 H 0.13
60 H 0.12
61 H 0.10
62 H 0.08
63 H 0.10
64 H 0.10
65 H 0.09
66 H 0.04
67 C -0.27
68 P 0.91
69 C -0.23
70 C -0.38
71 C -0.10
72 C -0.09
73 C -0.09
74 C -0.10
75 C -0.38
76 P 0.94
77 C -0.27
78 C -0.25
79 H 0.02
80 H 0.02
81 H 0.01
82 H 0.04
83 H 0.03
84 H 0.03
85 H 0.09
86 H 0.10
87 H 0.10
88 H 0.10
89 H 0.03
90 H 0.03
91 H 0.02
92 H 0.03
93 H 0.01
94 H 0.02
95 O -0.01
96 C -0.60
97 N 0.16
98 C -0.26
99 C -0.43